# 1
The following is a DFT calculation (wB97M-V/def2-TZVPD) of a single C5H8N2O molecule.

Results
**E_HOMO**: -8.010 eV
**SMILES**: Cc1cn(O)nc1C
**HOMO-LUMO gap**: 8.93 eV
**Energy above the lowest of the compared OMol25 structures with the same formula, charge and spin**: 459.2 kJ/mol

Atoms and positions in Å:
C: -1.15 -1.09 0.48
C: -0.40 0.18 0.55
C: -0.44 1.32 1.36
N: 0.27 2.25 0.73
O: 0.35 3.50 1.23
N: 0.93 1.99 -0.32
C: 0.45 0.38 -0.47
C: 1.13 -0.36 -1.48
H: -1.25 -1.57 1.47
H: -2.25 -0.98 0.10
H: -0.56 -1.75 -0.07
H: -1.06 1.26 2.25
H: 1.13 3.97 0.85
H: 1.27 0.16 -2.46
H: 2.18 -0.61 -1.32
H: 0.58 -1.18 -1.68

***

# 2
The following is a DFT calculation (wB97M-V/def2-TZVPD) of a single C5H8N2O molecule.

Results
**E_HOMO (spin up / spin down)**: -7.773 / -7.772 eV
**HOMO-LUMO gap (spin up / spin down)**: 7.66 / 7.65 eV
**Energy above the lowest of the compared OMol25 structures with the same formula, charge and spin**: 495.0 kJ/mol

Atoms and positions in Å:
C: 0.32 0.51 -0.13
C: 0.40 -0.82 0.04
C: 3.50 -0.02 0.36
C: -0.92 1.26 -0.32
C: -0.66 -1.81 0.15
N: 1.68 -1.44 -0.01
N: 2.65 -0.73 -0.14
O: 4.35 0.81 -0.20
H: 1.31 1.02 -0.04
H: -1.44 1.00 -1.22
H: -0.60 2.38 -0.36
H: -1.62 1.08 0.44
H: -0.17 -2.81 0.66
H: -0.89 -2.18 -0.86
H: -1.62 -1.44 0.54
H: 5.23 0.85 0.32

***

# 3
The following is a DFT calculation (wB97M-V/def2-TZVPD) of a single C5H8N2O molecule.

Results
**E_HOMO**: -8.402 eV
**HOMO-LUMO gap**: 8.73 eV
**Energy above the lowest of the compared OMol25 structures with the same formula, charge and spin**: 461.1 kJ/mol

Atoms and positions in Å:
C: 1.36 -1.26 -0.47
C: 2.79 0.40 0.40
C: 0.12 -1.08 0.01
C: -2.07 -0.29 0.87
C: -1.10 0.95 -0.85
N: 2.55 -0.81 -0.16
N: -0.83 -0.23 0.03
O: 2.13 1.40 0.22
H: 1.26 -2.23 -1.17
H: 3.85 0.30 1.00
H: -2.87 -0.64 0.37
H: -1.80 -1.13 1.54
H: -2.11 0.74 1.43
H: -1.64 1.82 -0.41
H: -0.02 1.34 -1.12
H: -1.62 0.70 -1.68

***

Number 1: calculated total energy -10337.96709 eV. Number 2: calculated total energy -10337.59630 eV. Number 3: calculated total energy -10337.94756 eV.